23
Properties=species:S:1:pos:R:3 method="wB97M-V/def2-TZVPD" homo_energy_ev=-8.7571 total_energy_ha=-529.95873 lumo_energy_ev=0.7 e_above_lowest_kj_mol=293.2 multiplicity=1 smiles="C/C=N/NC.On1ccnc1"
C -1.908 2.348 -0.485
C -2.657 1.060 -0.361
N -2.220 0.210 0.480
N -2.672 -1.106 0.542
C -4.007 -1.354 -0.021
H -1.306 2.480 0.422
H -1.234 2.337 -1.355
H -2.564 3.213 -0.602
H -3.507 0.881 -1.017
H -2.733 -1.292 1.541
H -4.320 -2.343 0.332
H -3.918 -1.395 -1.105
H -4.757 -0.593 0.269
O 3.142 1.646 0.407
N 2.715 0.360 0.184
C 3.511 -0.742 -0.198
C 2.590 -1.707 -0.484
N 1.325 -1.275 -0.298
C 1.435 -0.042 0.063
H 3.443 1.648 1.365
H 4.586 -0.682 -0.154
H 2.695 -2.794 -0.690
H 0.654 0.665 0.294

16
Properties=species:S:1:pos:R:3 method="wB97M-V/def2-TZVPD" homo_energy_ev=-11.6189 total_energy_ha=-159.57131 lumo_energy_ev=1.1 e_above_lowest_kj_mol=35.9 multiplicity=1 smiles=CC.CC
C -0.056 -1.680 -1.267
C -0.428 -1.485 -2.735
H 0.479 -0.798 -0.914
H -0.915 -1.830 -0.615
H 0.582 -2.519 -0.983
H -1.225 -0.755 -2.793
H -0.785 -2.402 -3.205
H 0.422 -1.102 -3.285
C 0.941 1.302 2.296
C -0.346 1.836 1.631
H 0.592 0.642 3.108
H 1.493 0.674 1.604
H 1.431 2.107 2.846
H -1.256 1.610 2.191
H -0.573 1.482 0.621
H -0.354 2.918 1.498

16
Properties=species:S:1:pos:R:3 method="wB97M-V/def2-TZVPD" homo_energy_ev=-8.0281 total_energy_ha=-288.42534 lumo_energy_ev=0.1 e_above_lowest_kj_mol=936.5 multiplicity=1
C 0.280 -1.441 1.259
C 1.099 -0.705 0.083
C 0.143 0.408 -0.394
C -1.616 0.494 -0.453
N -2.418 -0.355 0.139
C 0.639 1.790 -0.240
C 0.580 1.127 -1.433
H -0.816 -1.546 0.979
H 0.707 -2.453 1.541
H 0.281 -0.837 2.241
H 2.076 -0.121 0.328
H 1.454 -1.467 -0.686
H -1.897 0.956 -1.380
H -1.665 0.481 0.797
H 0.721 2.856 -0.349
H 0.432 0.812 -2.432

18
Properties=species:S:1:pos:R:3 method="wB97M-V/def2-TZVPD" homo_energy_ev="-16.2393 / -16.2570" total_energy_ha=-326.54107 charge=+1 lumo_energy_ev="-7.7 / -8.5" e_above_lowest_kj_mol=743.1 multiplicity=2
O 1.081 1.422 1.811
C 0.028 0.814 1.565
N -1.342 0.217 0.696
C -0.308 0.696 0.050
C 0.588 -0.416 -0.805
C -0.335 -1.502 -1.372
C 1.768 -0.829 0.073
H -0.438 0.539 2.502
H -3.207 2.378 0.618
H -0.260 1.702 -0.450
H -2.942 3.063 0.526
H 0.941 0.106 -1.709
H 0.188 -2.436 -1.715
H -1.012 -1.749 -0.564
H -0.880 -1.083 -2.212
H 2.118 -0.031 0.697
H 2.568 -1.315 -0.522
H 1.442 -1.575 0.812

20
Properties=species:S:1:pos:R:3 method="wB97M-V/def2-TZVPD" homo_energy_ev="-13.4729 / -13.4677" total_energy_ha=-593.98703 charge=+1 lumo_energy_ev="-6.6 / -6.6" e_above_lowest_kj_mol=425.8 multiplicity=1
C -0.702 1.020 -2.553
C 1.008 -1.296 -0.076
C 0.149 -0.580 2.042
C 0.856 1.093 0.460
C -1.892 -0.058 -0.479
N 0.334 -0.218 0.628
P -1.688 1.503 -1.280
H -0.532 1.696 -3.384
H 0.015 0.266 -2.545
H 0.609 -1.295 -1.101
H 2.127 -1.101 -0.030
H 0.628 -2.273 0.293
H -0.445 -1.581 2.258
H 1.029 -0.810 2.609
H -0.291 0.352 2.466
H -0.040 1.783 0.383
H 1.518 1.411 1.270
H 1.451 1.239 -0.538
H -1.776 -1.106 -0.938
H -2.358 -0.043 0.515

96
Properties=species:S:1:pos:R:3 method="wB97M-V/def2-TZVPD" homo_energy_ev=-11.9305 total_energy_ha=-3416.50666 charge=+1 lumo_energy_ev=-2.4 multiplicity=1
C 0.019 -7.042 2.517
C 0.290 -6.403 1.560
C 0.605 -5.540 0.416
C -0.545 -4.525 0.243
C -0.315 -3.580 -0.931
C -0.942 -2.163 -0.646
N -2.288 -2.443 -0.155
C -2.787 -1.611 0.894
C -4.092 -0.890 0.731
O -2.161 -1.547 1.925
C -3.249 -2.779 -1.201
C -3.791 -4.178 -1.147
O -3.599 -1.991 -2.033
N -0.025 -1.553 0.334
C 1.038 -1.081 -0.324
N 2.219 -0.787 0.196
S 3.426 -0.111 -0.804
C 2.521 -1.006 1.625
C 2.654 0.313 2.404
C 1.524 0.443 3.433
C 1.664 -0.651 4.462
O 2.586 -0.693 5.226
O 0.687 -1.585 4.400
C 1.129 -2.950 4.553
C 0.741 -3.534 5.897
N 0.734 -0.873 -1.634
C -0.702 -1.186 -1.835
C -1.483 0.168 -1.896
C -0.812 1.355 -1.203
C -1.590 2.671 -1.277
C -3.025 2.700 -0.758
C -3.157 2.777 0.777
O -1.909 2.721 1.443
C -1.854 1.825 2.538
P -0.742 -1.814 -3.576
O 0.162 -2.960 -3.824
H -0.257 -7.574 3.400
H 0.755 -6.145 -0.474
H 1.511 -4.997 0.695
H -0.643 -4.006 1.199
H -1.464 -5.095 0.143
H 0.737 -3.497 -1.190
H -0.814 -3.991 -1.808
H -4.883 -1.538 0.358
H -4.001 -0.049 0.051
H -4.389 -0.529 1.709
H -4.767 -4.159 -1.620
H -3.860 -4.511 -0.116
H -3.120 -4.833 -1.701
H 0.075 -2.016 1.227
H 3.186 1.204 -0.631
H 3.458 -1.555 1.671
H 1.746 -1.634 2.050
H 2.566 1.160 1.725
H 3.629 0.380 2.877
H 1.547 1.424 3.899
H 0.580 0.335 2.900
H 0.664 -3.540 3.761
H 2.206 -3.012 4.404
H 1.496 -3.336 6.651
H 0.636 -4.613 5.798
H -0.220 -3.128 6.202
H 1.389 -1.259 -2.308
H -2.474 0.030 -1.483
H -1.633 0.448 -2.943
H 0.169 1.559 -1.631
H -0.623 1.111 -0.153
H -1.021 3.396 -0.698
H -1.562 3.031 -2.307
H -3.471 3.608 -1.160
H -3.616 1.890 -1.189
H -3.630 3.727 1.031
H -3.837 2.005 1.137
H -1.445 0.865 2.217
H -1.232 2.268 3.312
H -2.833 1.636 2.980
H -0.312 -0.675 -4.283
H -2.070 -2.039 -3.966
C 3.877 5.901 -3.505
C 4.056 5.320 -2.092
C 3.708 3.846 -1.895
F 2.400 3.608 -2.129
F 3.945 3.490 -0.602
F 3.377 6.065 -1.198
F 5.380 5.423 -1.792
O 2.695 6.639 -3.740
C 1.548 6.027 -4.172
C 0.406 6.220 -3.171
F 0.724 5.659 -1.986
F -0.701 5.603 -3.644
F 1.741 4.721 -4.450
F 1.174 6.626 -5.319
H 4.676 6.633 -3.607
H 4.052 5.152 -4.278
H 4.309 3.202 -2.543
H 0.202 7.282 -3.026

9
Properties=species:S:1:pos:R:3 method="wB97M-V/def2-TZVPD" homo_energy_ev=-10.0762 total_energy_ha=-878.52307 lumo_energy_ev=-1.1 e_above_lowest_kj_mol=243.3 multiplicity=1 smiles="O=S(=O)=C[SiH3]"
O 3.894 -0.485 -0.673
S 2.634 0.206 -0.790
O 2.618 1.630 -0.875
C 1.282 -0.550 -0.174
Si -0.492 -0.018 -0.416
H 1.678 -1.804 -0.208
H -0.815 1.083 -1.203
H -0.612 0.625 0.838
H -1.546 -0.992 -0.740

13
Properties=species:S:1:pos:R:3 method="wB97M-V/def2-TZVPD" homo_energy_ev=-8.6094 total_energy_ha=-2876.90508 lumo_energy_ev=0.4 e_above_lowest_kj_mol=266.9 multiplicity=1
N -0.308 -1.136 2.361
C -0.821 -0.707 1.329
C -1.326 -0.615 0.160
C -1.101 0.241 -0.923
C -0.017 0.943 -1.233
C 1.274 0.772 -0.596
N 1.980 -0.162 -1.029
Br 3.545 -0.737 -0.181
H -0.366 -0.691 3.224
H -2.323 -1.174 0.262
H -1.966 0.373 -1.477
H -0.037 1.428 -2.273
H 1.466 1.465 0.375

64
Properties=species:S:1:pos:R:3 method="wB97M-V/def2-TZVPD" homo_energy_ev="-11.6574 / -11.4542" total_energy_ha=-2974.58349 charge=+1 lumo_energy_ev="-3.5 / -4.4" e_above_lowest_kj_mol=0.0 multiplicity=2
Re 0.329 -0.158 0.760
O 3.248 -1.808 3.300
C 2.247 -1.566 2.684
N 1.747 -0.341 2.282
C 2.432 0.810 2.685
O 3.497 0.875 3.229
C 1.581 2.013 2.444
C 1.900 3.251 2.961
C 1.011 4.292 2.760
C -0.155 4.048 2.046
C -0.391 2.786 1.538
N 0.470 1.777 1.742
C 1.291 -2.645 2.298
C 1.461 -3.944 2.733
C 0.483 -4.873 2.436
C -0.630 -4.451 1.720
C -0.713 -3.140 1.304
N 0.243 -2.235 1.575
H 2.828 3.358 3.505
H 1.218 5.278 3.153
H -0.878 4.830 1.866
H -1.260 2.576 0.932
H 2.351 -4.174 3.302
H 0.574 -5.900 2.763
H -1.434 -5.131 1.479
H -1.570 -2.810 0.742
O 3.523 0.681 -1.817
C 2.398 0.708 -1.378
O 2.097 0.345 -0.159
C 1.269 1.160 -2.274
C 1.552 1.392 -3.613
C 0.543 1.762 -4.479
C -0.762 1.930 -4.056
C -1.022 1.741 -2.718
C -0.032 1.347 -1.804
O -0.399 1.118 -0.552
N -2.403 1.893 -2.248
O -2.597 2.531 -1.232
O -3.273 1.351 -2.904
N 0.850 1.967 -5.906
O -0.068 2.299 -6.626
O 1.992 1.775 -6.260
H 2.568 1.269 -3.964
H -1.541 2.200 -4.754
C 1.835 -2.297 -1.893
C 0.378 -1.990 -1.888
N -0.267 -1.389 -0.915
C -1.632 -1.277 -1.158
C -2.014 -1.779 -2.353
S -0.656 -2.414 -3.181
C -2.447 -0.701 -0.084
C -3.787 -0.531 -0.029
S -4.232 0.068 1.509
C -2.609 0.073 2.019
N -1.780 -0.328 1.081
C -2.200 0.438 3.404
H 2.267 -2.090 -0.916
H 2.359 -1.683 -2.627
H 1.999 -3.342 -2.153
H -3.001 -1.797 -2.786
H -4.517 -0.710 -0.800
H -3.020 0.904 3.945
H -1.352 1.119 3.387
H -1.898 -0.462 3.943

77
Properties=species:S:1:pos:R:3 method="wB97M-V/def2-TZVPD" homo_energy_ev=-6.6128 total_energy_ha=-1673.45260 lumo_energy_ev=0.5 multiplicity=1
Sr 24.309 0.156 -24.787
O 23.161 0.277 -26.863
H 22.229 -0.013 -26.829
O 24.462 0.109 -22.378
H 24.146 0.771 -21.733
C 27.884 0.873 -24.615
O 26.761 0.798 -25.137
N 28.095 1.361 -23.400
C 29.410 1.476 -22.783
C 27.040 2.048 -22.628
H 28.875 0.569 -24.985
H 29.733 2.516 -22.739
H 30.202 0.873 -23.227
H 29.390 1.138 -21.747
H 27.351 3.056 -22.353
H 26.100 2.125 -23.176
H 26.743 1.538 -21.711
C 20.877 0.599 -24.655
O 21.979 0.992 -24.248
N 19.844 0.307 -23.946
C 18.814 -0.522 -24.541
C 19.867 0.269 -22.497
H 20.702 0.414 -25.726
H 18.702 -0.146 -25.558
H 17.887 -0.515 -23.969
H 19.099 -1.574 -24.564
H 18.865 0.306 -22.068
H 20.376 -0.673 -22.293
H 20.529 1.058 -22.140
C 22.224 -3.078 -24.681
O 22.739 -2.016 -24.420
N 22.152 -4.060 -23.791
C 21.673 -5.441 -24.192
C 22.548 -3.979 -22.413
H 21.860 -3.291 -25.697
H 20.639 -5.686 -23.947
H 22.296 -6.222 -23.756
H 21.666 -5.626 -25.266
H 21.788 -4.260 -21.684
H 23.373 -4.683 -22.306
H 22.933 -3.004 -22.115
C 28.319 -2.504 -24.040
O 29.618 -2.556 -24.135
N 27.643 -3.019 -22.981
C 26.202 -2.683 -22.763
C 28.302 -3.991 -22.095
H 27.671 -1.908 -24.700
H 25.595 -3.587 -22.812
H 25.792 -1.985 -23.493
H 26.023 -2.272 -21.769
H 29.304 -4.278 -22.412
H 28.378 -3.652 -21.062
H 27.728 -4.914 -22.011
C 23.873 3.618 -24.625
O 24.402 2.551 -25.043
N 24.397 4.804 -24.785
C 25.814 4.957 -25.255
C 23.817 6.031 -24.153
H 22.922 3.727 -24.081
H 26.125 4.151 -25.920
H 26.554 5.117 -24.471
H 25.970 5.907 -25.766
H 24.309 6.274 -23.211
H 24.003 6.892 -24.794
H 22.746 6.079 -23.956
C 25.178 -2.273 -27.130
O 25.547 -1.771 -26.051
N 25.985 -2.400 -28.187
C 25.468 -2.836 -29.474
C 27.440 -2.221 -28.091
H 24.123 -2.502 -27.345
H 26.115 -3.591 -29.923
H 25.327 -1.986 -30.141
H 24.475 -3.285 -29.508
H 27.996 -3.138 -28.289
H 27.803 -1.565 -28.882
H 27.747 -1.815 -27.127

31
Properties=species:S:1:pos:R:3 method="wB97M-V/def2-TZVPD" homo_energy_ev="-2.1675 / -2.1412" total_energy_ha=-1616.22339 charge=-1 lumo_energy_ev="1.7 / 1.7" multiplicity=3
Tl 0.876 0.424 -4.711
Cl 0.875 1.932 -3.051
C -0.855 0.214 -5.691
C 2.608 -0.529 -5.013
H -0.734 -0.535 -6.460
H -1.614 -0.081 -4.978
H -1.121 1.172 -6.121
H 2.487 -1.226 -5.828
H 2.873 -1.044 -4.098
H 3.366 0.209 -5.241
Pr 0.080 0.068 -0.024
C -1.571 1.318 -0.687
C -0.502 -1.820 0.555
H -2.043 0.820 -1.529
H -2.282 1.413 0.123
H -1.171 2.276 -0.978
H 0.239 -2.494 0.877
H -1.508 -2.117 0.525
C 0.674 0.943 2.130
C 0.788 1.114 3.415
C 0.791 1.139 4.786
C -0.293 1.701 5.498
C -0.320 1.670 6.886
C 0.728 1.079 7.597
C 1.806 0.518 6.909
C 1.841 0.545 5.520
H -1.119 2.150 4.946
H -1.165 2.101 7.423
H 0.699 1.050 8.686
H 2.619 0.051 7.465
H 2.677 0.092 4.987